Formula: C42H38As2N2O2SYb
Source: the Open Molecules 2025 dataset
Level of theory: ωB97M-V with the def2-TZVPD basis set

Atoms and positions in Å:
Yb (0.3146, 0.3156, -0.3747)
C (4.4871, 6.4575, 3.8381)
C (4.0335, 5.5107, 2.7682)
C (3.1095, 4.4933, 3.0504)
C (2.6839, 3.6236, 2.0440)
C (3.1820, 3.7791, 0.7506)
C (4.0988, 4.7878, 0.4508)
C (4.5217, 5.6526, 1.4608)
S (2.6032, 2.6653, -0.5665)
O (3.4238, 1.4862, -0.2863)
O (2.9871, 3.3824, -1.7855)
N (1.0348, 2.4356, -0.3747)
C (0.0612, 3.3686, -0.5574)
C (0.2842, 4.7463, -0.7620)
C (-0.7666, 5.6512, -0.9099)
C (-2.0764, 5.1985, -0.8657)
C (-2.3329, 3.8344, -0.6851)
C (-3.6473, 3.3473, -0.6520)
C (-3.8766, 1.9893, -0.4832)
C (-2.7777, 1.1647, -0.3530)
N (-1.5018, 1.5989, -0.3747)
C (-1.2649, 2.9146, -0.5352)
H (4.1191, 6.1555, 4.8241)
H (4.1150, 7.4657, 3.6298)
H (5.5807, 6.4806, 3.8852)
H (2.7121, 4.3675, 4.0535)
H (1.9703, 2.8334, 2.2598)
H (4.4793, 4.8930, -0.5611)
H (5.2346, 6.4360, 1.2190)
H (1.2962, 5.1416, -0.8179)
H (-0.5491, 6.7034, -1.0629)
H (-2.8884, 5.9085, -0.9824)
H (-4.4898, 4.0231, -0.7615)
H (-4.8803, 1.5853, -0.4574)
H (-2.8884, 0.0931, -0.2228)
C (-0.2734, -3.6925, -0.0285)
C (-1.5647, -3.2735, -0.7202)
As (-1.9612, -1.3680, -0.3747)
C (-3.8591, -1.4732, -0.8536)
C (-4.8824, -1.2257, 0.0760)
C (-6.2229, -1.3155, -0.3133)
C (-6.5498, -1.6451, -1.6313)
C (-5.5362, -1.8825, -2.5630)
C (-4.1958, -1.7957, -2.1757)
C (-2.0562, -1.5116, 1.5775)
C (-2.7798, -2.5265, 2.2226)
C (-2.7908, -2.6022, 3.6193)
C (-2.0783, -1.6686, 4.3776)
C (-1.3545, -0.6575, 3.7400)
C (-1.3429, -0.5802, 2.3442)
As (1.1664, -2.3832, -0.3747)
C (1.1603, -2.5552, -2.3278)
C (1.1511, -3.8035, -2.9710)
C (1.1162, -3.8731, -4.3677)
C (1.0870, -2.6999, -5.1274)
C (1.0938, -1.4559, -4.4910)
C (1.1296, -1.3844, -3.0953)
C (2.6408, -3.5818, 0.1070)
C (2.7232, -4.0380, 1.4300)
C (3.7572, -4.8945, 1.8195)
C (4.7176, -5.2991, 0.8890)
C (4.6471, -4.8428, -0.4299)
C (3.6149, -3.9839, -0.8214)
H (0.0074, -4.7115, -0.3650)
H (-0.4202, -3.7266, 1.0704)
H (-2.3903, -3.9332, -0.3832)
H (-1.4661, -3.3878, -1.8190)
H (-4.6552, -0.9607, 1.0976)
H (-7.0086, -1.1278, 0.4070)
H (-7.5876, -1.7134, -1.9311)
H (-5.7887, -2.1340, -3.5850)
H (-3.4176, -1.9815, -2.9049)
H (-3.3316, -3.2576, 1.6495)
H (-3.3486, -3.3866, 4.1139)
H (-2.0844, -1.7301, 5.4582)
H (-0.7995, 0.0633, 4.3266)
H (-0.7736, 0.2022, 1.8581)
H (1.1687, -4.7188, -2.3967)
H (1.1073, -4.8365, -4.8606)
H (1.0560, -2.7548, -6.2078)
H (1.0672, -0.5472, -5.0782)
H (1.1269, -0.4170, -2.6097)
H (1.9839, -3.7301, 2.1582)
H (3.8134, -5.2443, 2.8422)
H (5.5174, -5.9631, 1.1905)
H (5.3938, -5.1535, -1.1492)
H (3.5871, -3.6378, -1.8436)
H (2.2974, 0.3156, -0.3747)

Its multiplicity is 2. As for the charge: +1. For the HOMO-LUMO gap (alpha / beta), the calculation gives 7.30 / 7.01 eV. The value obtained for the total energy is -215278.3724 eV. The HOMO energy (alpha / beta) is -10.296 / -10.157 eV.

***

Formula: C42H38ClIN5O4S2Ti
Source: the Open Molecules 2025 dataset
Level of theory: ωB97M-V with the def2-TZVPD basis set

Atoms and positions in Å:
Ti (0.4322, 0.9407, -0.1854)
C (2.6230, 4.7777, -0.3381)
C (3.8718, 4.4090, 0.1799)
C (4.1555, 3.0832, 0.3836)
C (3.1831, 2.1175, 0.0711)
N (1.9772, 2.4808, -0.3919)
C (1.7142, 3.7845, -0.5927)
C (3.3769, 0.6833, 0.1674)
C (4.4347, 0.1369, 0.8768)
C (4.5993, -1.2314, 0.9447)
C (3.7269, -2.0083, 0.1466)
C (2.7071, -1.4340, -0.5579)
N (2.3948, -0.0859, -0.4765)
C (2.0055, -2.2725, -1.5587)
C (1.8789, -3.6572, -1.3945)
C (1.3360, -4.4091, -2.4124)
C (0.8943, -3.7736, -3.5683)
C (1.0327, -2.4017, -3.6371)
N (1.5823, -1.6669, -2.6669)
H (2.3574, 5.8109, -0.5067)
H (4.6140, 5.1620, 0.4104)
H (5.1236, 2.7814, 0.7534)
H (0.7094, 4.0132, -0.9290)
H (5.1214, 0.7940, 1.3917)
H (5.4074, -1.6824, 1.4993)
H (3.9246, -3.0649, 0.0184)
H (2.1888, -4.1308, -0.4732)
H (1.2387, -5.4811, -2.2985)
H (0.4619, -4.3248, -4.3909)
H (0.7026, -1.8569, -4.5151)
Cl (2.4341, 3.4938, 5.8855)
C (1.5884, 3.2163, 4.3938)
C (0.8836, 4.2219, 3.8101)
C (0.1817, 4.0170, 2.5941)
I (-0.8928, 5.5778, 1.7684)
C (0.2086, 2.8015, 1.9600)
O (-0.3760, 2.4892, 0.8295)
C (0.9526, 1.7528, 2.5886)
N (0.9476, 0.5753, 1.8992)
C (1.5309, -0.4704, 2.4360)
C (2.1931, -0.4106, 3.6810)
C (2.2630, 0.7825, 4.3397)
C (1.6303, 1.9280, 3.7969)
H (0.8545, 5.1935, 4.2834)
H (1.5233, -1.3854, 1.8533)
H (2.6647, -1.3000, 4.0717)
H (2.7922, 0.8642, 5.2795)
O (-0.3560, -1.0426, -0.2442)
S (-1.1182, -1.6921, -1.4158)
C (-2.9006, -1.4327, -1.1625)
C (-3.5488, -0.4979, -2.1889)
C (-4.6533, 0.3922, -1.5957)
C (-4.2234, 1.7964, -1.1780)
S (-2.9021, 1.9455, 0.0121)
O (-1.8225, 1.0651, -0.6026)
C (-3.5671, 1.0306, 1.3873)
C (-2.7051, 0.1686, 2.0498)
C (-3.1565, -0.5081, 3.1746)
C (-4.4509, -0.3173, 3.6337)
C (-5.2992, 0.5624, 2.9736)
C (-4.8609, 1.2449, 1.8492)
C (-1.0741, -3.4168, -0.9817)
C (-1.5199, -4.3368, -1.9194)
C (-1.4703, -5.6863, -1.6118)
C (-0.9749, -6.1003, -0.3802)
C (-0.5362, -5.1659, 0.5461)
C (-0.5825, -3.8090, 0.2497)
H (-2.9717, -1.0701, -0.1360)
H (-3.3415, -2.4286, -1.2021)
H (-3.9840, -1.1115, -2.9783)
H (-2.7910, 0.1310, -2.6594)
H (-5.1435, -0.1074, -0.7564)
H (-5.4279, 0.5342, -2.3521)
H (-5.0558, 2.3752, -0.7764)
H (-3.8380, 2.3571, -2.0333)
H (-1.6970, 0.0132, 1.6812)
H (-2.4896, -1.1834, 3.6939)
H (-4.7990, -0.8487, 4.5086)
H (-6.3054, 0.7220, 3.3358)
H (-5.5264, 1.9430, 1.3611)
H (-1.8823, -4.0115, -2.8877)
H (-1.8101, -6.4155, -2.3340)
H (-0.9349, -7.1549, -0.1445)
H (-0.1548, -5.4907, 1.5046)
H (-0.2278, -3.0659, 0.9494)
C (0.3742, 3.0548, -3.9592)
C (0.8596, 1.8541, -3.2005)
N (2.0055, 1.2969, -3.5498)
O (0.1904, 1.4277, -2.2396)
H (0.7939, 3.1187, -4.9613)
H (0.6586, 3.9520, -3.4076)
H (-0.7113, 3.0224, -4.0132)
H (2.5081, 1.6454, -4.3484)
H (2.2684, 0.3994, -3.1095)

For the energy above the lowest of the compared OMol25 structures with the same formula, charge and spin, the calculation gives 0.0 kcal per mole. Its multiplicity is 3. As for the charge: +1. For the HOMO-LUMO gap (alpha / beta), the calculation gives 5.06 / 7.51 eV. The value obtained for the total energy is -125219.3500 eV. The HOMO energy (alpha / beta) is -7.368 / -9.824 eV.

***

Formula: C42H38ClMoN7O6S2
Source: the Open Molecules 2025 dataset
Level of theory: ωB97M-V with the def2-TZVPD basis set

Atoms and positions in Å:
Mo (-0.2982, -0.1621, -0.4653)
C (8.3588, 0.6670, -2.2629)
C (7.0822, 0.2292, -1.6103)
C (5.8513, 0.7418, -2.0057)
C (4.6776, 0.3225, -1.3975)
C (4.7400, -0.6217, -0.3923)
C (5.9515, -1.1514, 0.0105)
C (7.1178, -0.7289, -0.5999)
S (3.2862, -1.1126, 0.5369)
O (3.4046, -2.5110, 0.8818)
O (3.2031, -0.2146, 1.6619)
N (1.9774, -0.8977, -0.4252)
C (1.7191, -1.8474, -1.3292)
C (2.6227, -2.7827, -1.8676)
C (2.1414, -3.7344, -2.7334)
C (0.7817, -3.7423, -3.0558)
C (-0.0289, -2.7685, -2.5216)
N (0.4201, -1.8308, -1.6835)
H (8.2429, 1.6230, -2.7630)
H (8.6597, -0.0704, -3.0049)
H (9.1575, 0.7464, -1.5302)
H (5.8092, 1.4848, -2.7894)
H (3.7198, 0.7228, -1.7005)
H (5.9503, -1.8850, 0.8023)
H (8.0672, -1.1347, -0.2849)
H (3.6590, -2.7431, -1.5782)
H (2.8042, -4.4710, -3.1617)
H (0.3683, -4.4870, -3.7155)
H (-1.0849, -2.7437, -2.7544)
C (-0.5424, -4.0698, 3.3379)
N (-0.1054, -2.7221, 3.5544)
C (0.3760, -2.1923, 4.7131)
C (0.6928, -0.9006, 4.4746)
N (0.4019, -0.6199, 3.1497)
C (-0.0813, -1.7661, 2.5905)
S (-0.7565, -2.0730, 1.0691)
C (0.6804, 0.6101, 2.5538)
C (0.9118, 1.7183, 3.3692)
C (1.4136, 2.8786, 2.8252)
C (1.8248, 2.8417, 1.4843)
C (1.5307, 1.7326, 0.7431)
N (0.8146, 0.6800, 1.2046)
H (-0.4144, -4.6370, 4.2574)
H (0.0447, -4.5250, 2.5403)
H (-1.5891, -4.0786, 3.0311)
H (0.4367, -2.7612, 5.6178)
H (1.1425, -0.1850, 5.1255)
H (0.6788, 1.6724, 4.4199)
H (1.5448, 3.7609, 3.4277)
H (2.3704, 3.6611, 1.0451)
H (1.8833, 1.6505, -0.2757)
O (-0.5618, 5.6694, -1.4368)
C (-1.0803, 5.4199, -0.2594)
O (-1.4091, 6.3001, 0.4998)
C (-1.2498, 3.9874, 0.1399)
C (-1.8497, 3.6060, 1.3281)
Cl (-2.7023, 4.5967, 2.4019)
N (-1.7806, 2.2443, 1.4423)
N (-1.1906, 1.7229, 0.3224)
C (-0.8353, 2.7705, -0.4522)
C (-0.0467, 2.5220, -1.6868)
O (0.2336, 3.4518, -2.4546)
O (0.3405, 1.3272, -1.8596)
C (-2.1464, 1.4921, 2.5675)
C (-2.0518, 2.0237, 3.8594)
C (-2.4784, 1.2790, 4.9415)
C (-2.9912, 0.0016, 4.7700)
C (-3.0479, -0.5404, 3.4977)
C (-2.6309, 0.1982, 2.4080)
H (-0.2510, 4.8455, -1.9408)
H (-1.6215, 2.9955, 4.0216)
H (-2.4006, 1.7010, 5.9329)
H (-3.3326, -0.5668, 5.6205)
H (-3.4266, -1.5389, 3.3410)
H (-2.6675, -0.2199, 1.4162)
C (-3.9955, -1.4499, -0.7584)
C (-3.4493, -0.2640, -1.5907)
C (-3.9504, 1.0461, -0.9711)
C (-1.9527, -0.3681, -1.5237)
C (-3.9885, -0.4400, -3.0134)
C (-4.7468, 0.5264, -3.6651)
C (-5.2943, 0.2881, -4.9167)
C (-5.0895, -0.9212, -5.5556)
C (-4.3105, -1.8821, -4.9358)
C (-3.7692, -1.6400, -3.6875)
H (-3.7764, -1.3132, 0.2954)
H (-3.5368, -2.3877, -1.0621)
H (-5.0729, -1.5242, -0.8890)
H (-3.6251, 1.1230, 0.0599)
H (-5.0382, 1.0833, -0.9842)
H (-3.5519, 1.8993, -1.5168)
H (-1.6229, -0.8124, -2.4691)
H (-4.9330, 1.4850, -3.2082)
H (-5.8941, 1.0547, -5.3865)
H (-5.5361, -1.1151, -6.5195)
H (-4.1304, -2.8326, -5.4169)
H (-3.1773, -2.4165, -3.2245)

As for the charge: 0. For the HOMO-LUMO gap (alpha / beta), the calculation gives 5.94 / 5.93 eV. The value obtained for the total energy is -102935.3161 eV. The HOMO energy (alpha / beta) is -6.704 / -6.702 eV.